Computed, not measured: a cluster of 13 separate species, C26H78O13S13 in total at a distorted geometry, with ωB97M-V with the def2-TZVPD basis set.

```
130
Properties=species:S:1:pos:R:3:forces:R:3
C -2.534 2.206 -3.762 0.900 -2.212 0.476
S -4.011 2.208 -4.778 -0.700 -0.733 0.604
O -4.833 1.040 -4.285 0.599 0.463 -0.357
C -4.721 3.620 -3.960 -0.986 0.517 1.871
H -2.929 2.170 -2.728 0.501 0.246 -0.381
H -1.868 3.015 -3.983 0.085 0.946 0.005
H -1.879 1.271 -3.936 -1.389 1.076 0.032
H -5.792 3.702 -4.154 0.145 -0.111 -0.874
H -4.213 4.550 -4.187 0.145 0.079 -0.136
H -4.780 3.520 -2.831 0.792 -0.247 -1.172
C -1.859 -2.398 5.266 1.054 1.026 0.031
S -2.917 -1.259 4.392 -1.268 0.958 0.022
O -2.823 0.068 5.103 -0.057 -0.566 0.093
C -1.852 -0.958 3.016 1.873 -0.522 0.185
H -2.357 -2.783 6.129 -0.569 -0.128 0.486
H -1.034 -1.734 5.606 -0.203 -0.648 -0.204
H -1.540 -3.221 4.645 0.158 -0.157 -0.321
H -2.156 -0.217 2.326 -1.107 0.893 -0.344
H -1.611 -1.822 2.426 0.030 -0.830 -0.013
H -0.917 -0.567 3.444 -0.229 -0.219 -0.060
C -3.088 -1.126 -1.648 -1.984 -0.395 0.902
S -2.754 -1.562 -3.290 1.996 1.474 -1.571
O -1.245 -1.294 -3.364 -0.710 -0.245 -0.219
C -2.919 -3.303 -3.239 -1.111 0.241 -0.676
H -4.124 -1.487 -1.444 0.681 0.382 0.246
H -3.028 -0.055 -1.477 -0.127 0.059 -0.437
H -2.363 -1.608 -1.030 0.319 -0.490 0.508
H -2.654 -3.685 -4.200 0.671 0.003 -0.794
H -3.982 -3.509 -3.232 -0.299 -0.282 0.818
H -2.291 -3.723 -2.506 0.276 -0.616 1.129
C 4.776 4.903 -1.449 0.569 0.727 2.599
S 3.864 3.841 -0.328 -2.503 0.606 -0.961
O 2.741 3.171 -1.140 1.540 0.403 0.658
C 5.024 2.634 0.220 -0.301 0.125 0.020
H 5.123 4.585 -2.356 1.349 -1.754 -1.959
H 5.492 5.492 -0.874 0.878 -0.883 0.273
H 4.269 5.767 -1.727 -2.444 1.186 -0.310
H 4.439 1.934 0.824 0.082 0.224 0.087
H 5.693 3.234 0.842 0.349 -0.519 -0.103
H 5.451 2.097 -0.605 0.617 -0.147 -0.306
C 2.523 4.626 -4.048 1.455 0.752 0.417
S 1.493 3.618 -5.022 -1.959 0.494 -1.036
O 0.168 4.403 -5.221 2.183 -1.634 0.810
C 1.323 2.374 -3.729 -1.401 -1.138 -1.446
H 2.073 4.820 -3.080 -0.211 0.216 -0.014
H 2.724 5.542 -4.617 -0.016 -0.157 0.268
H 3.472 4.092 -3.830 -0.532 0.233 -0.386
H 2.225 1.819 -3.498 0.286 0.051 -0.396
H 0.504 1.705 -4.087 0.730 0.226 0.245
H 1.009 2.824 -2.838 -0.508 0.857 1.299
C -0.511 4.892 -1.392 1.289 -2.327 1.269
S -1.395 5.656 -2.670 -1.469 -0.222 -0.251
O -2.822 5.697 -2.160 1.112 0.210 -0.394
C -0.639 7.226 -2.364 -0.256 0.544 1.221
H 0.589 4.996 -1.492 -0.548 -0.117 -0.235
H -0.748 3.772 -1.312 0.151 1.666 -0.096
H -0.773 5.425 -0.482 -0.276 -0.248 0.230
H -0.504 7.536 -1.316 -0.466 -0.510 -0.097
H -1.329 7.874 -2.816 -0.840 1.299 -0.635
H 0.303 7.367 -2.815 1.121 -0.278 -0.946
C 0.018 1.209 6.130 -0.993 -0.881 0.397
S 1.664 1.144 5.596 1.698 0.899 2.690
O 2.438 0.643 6.812 -0.272 0.233 -1.149
C 1.587 -0.180 4.485 0.175 -1.242 -0.742
H -0.341 0.214 6.330 -0.035 -0.501 0.179
H -0.558 1.583 5.340 -0.979 0.602 -1.241
H -0.230 1.803 6.991 0.716 0.492 0.357
H 2.535 -0.099 3.983 0.672 -0.318 -0.197
H 0.899 0.006 3.676 -0.458 0.014 -0.085
H 1.498 -1.196 4.919 -0.181 0.866 0.107
C -0.128 0.762 -0.995 0.717 2.020 1.224
S 1.133 -0.258 -0.232 -1.158 -0.306 -0.205
O 1.187 0.129 1.204 0.329 0.437 0.292
C 0.160 -1.766 -0.169 0.829 -0.306 -0.513
H -0.239 0.642 -2.033 -0.193 -0.845 -1.363
H 0.279 1.790 -0.890 -0.074 -0.431 0.103
H -1.083 0.776 -0.476 -0.006 -0.485 0.135
H -0.127 -2.094 -1.152 -0.050 0.171 -0.744
H -0.777 -1.574 0.374 0.784 -0.288 0.481
H 0.913 -2.509 0.162 -1.130 0.211 0.609
C 2.116 -4.876 -0.402 -0.128 -1.036 0.821
S 1.338 -5.809 -1.663 -0.681 -2.686 -0.742
O 0.883 -7.094 -0.994 0.383 0.920 -0.411
C -0.189 -4.905 -1.878 -1.391 0.652 1.378
H 1.619 -4.969 0.540 -0.923 0.091 0.507
H 2.239 -3.907 -0.739 0.287 2.049 -0.570
H 3.075 -5.312 -0.221 0.764 -0.387 -0.313
H -0.725 -5.017 -0.874 0.884 0.652 -1.071
H -0.942 -5.325 -2.572 1.167 -0.357 -0.072
H 0.007 -3.863 -2.190 -0.117 -0.430 0.303
C -2.894 -4.341 0.925 0.439 1.579 -0.172
S -3.045 -5.048 2.556 0.807 1.654 2.015
O -3.894 -4.080 3.398 0.918 -1.157 -1.377
C -4.099 -6.369 2.093 -0.037 -0.057 -0.746
H -3.935 -4.157 0.747 -0.580 -0.002 -1.141
H -2.339 -5.000 0.284 -0.438 -0.791 -0.374
H -2.360 -3.362 0.757 -0.422 -0.848 1.187
H -3.752 -6.932 1.245 0.966 -0.518 -0.031
H -5.004 -5.987 1.685 -1.234 0.543 0.411
H -4.183 -6.957 2.983 -0.465 -0.489 0.283
C 3.912 -1.662 -2.165 0.182 0.515 0.734
S 3.453 -2.502 -3.645 -0.475 -2.455 -0.784
O 3.018 -3.934 -3.238 0.571 2.419 -0.425
C 1.938 -1.598 -3.978 -0.171 1.476 -0.803
H 3.414 -2.110 -1.315 -0.730 0.291 0.063
H 3.779 -0.590 -2.290 -0.458 0.036 0.216
H 4.944 -1.773 -1.897 0.838 -0.454 -0.506
H 2.063 -0.491 -4.003 0.412 -0.738 0.128
H 1.258 -1.805 -3.204 -0.949 -0.345 1.237
H 1.382 -1.814 -4.902 0.787 -0.559 0.103
C 1.417 -4.020 5.340 0.917 0.368 0.684
S 1.455 -4.517 3.629 -0.467 -2.182 -0.749
O 0.056 -4.775 3.125 0.523 0.423 0.467
C 1.962 -3.017 2.904 -0.602 0.557 -1.804
H 1.076 -4.875 5.925 -0.432 0.123 -0.207
H 0.826 -3.113 5.498 -0.007 -0.335 0.105
H 2.467 -3.872 5.705 -0.751 0.126 -0.567
H 2.698 -2.654 3.575 0.935 0.853 0.142
H 1.061 -2.402 2.877 0.152 0.357 0.200
H 2.295 -3.094 1.817 -0.109 -0.331 1.660
C 1.105 3.736 1.560 -1.233 1.991 0.880
S 0.452 2.728 2.853 -1.709 1.413 2.334
O 0.218 3.666 4.061 0.825 -1.109 -1.668
C -1.264 2.511 2.311 0.068 -1.903 -0.023
H 2.019 4.136 1.952 0.844 -0.229 0.019
H 0.482 4.655 1.464 0.031 -0.736 -0.018
H 1.185 3.229 0.642 0.364 -0.679 -1.075
H -1.822 3.403 2.152 0.069 1.132 -0.028
H -1.758 1.974 3.163 0.485 0.282 -0.770
H -1.305 1.903 1.386 0.032 0.122 0.558
```
Positions in Å, forces in eV/Å.

Its charge is 0. Its largest force on an atom is 3.31 eV Å⁻¹. For the energy above the lowest of the compared OMol25 structures with the same formula, charge and spin, the calculation gives 92.3 kcal per mole. As for the highest occupied orbital energy: -8.169 eV.

These are the Mulliken partial charges, in e, on atoms 1 to 4: 0.024, 0.385, -0.611, -0.910